{"formula": "C6H10O", "method": "ωB97M-V/def2-TZVPD", "smiles": "C[C@]12CC[C@H]1CO2", "max_force_ev_per_a": 0.6, "de_lowest_kcal_mol": 31.56, "charge": 0, "elements": ["C", "C", "C", "C", "C", "C", "O", "H", "H", "H", "H", "H", "H", "H", "H", "H", "H"], "xyz": [[-0.250, 0.081, -2.033], [-0.294, -0.064, -0.529], [-0.444, 1.228, 0.320], [0.736, 0.775, 1.223], [0.829, -0.541, 0.429], [-0.254, -1.502, 0.957], [-1.173, -1.117, -0.083], [-1.230, 0.413, -2.402], [0.486, 0.834, -2.339], [-0.005, -0.867, -2.522], [-0.242, 2.156, -0.225], [-1.425, 1.302, 0.797], [0.493, 0.614, 2.278], [1.616, 1.417, 1.159], [1.799, -0.907, 0.080], [-0.594, -1.209, 1.966], [-0.111, -2.582, 1.034]], "mulliken_charge": [-1.5514, 1.2914, -0.9126, -0.7095, -0.1419, -0.5742, -0.5164, 0.3550, 0.3654, 0.3540, 0.3293, 0.2640, 0.2918, 0.2722, 0.4029, 0.1970, 0.2830]}

***

{"formula": "C29H37F6GeN4O7S2SeTi", "method": "ωB97M-V/def2-TZVPD", "max_force_ev_per_a": 1.2, "de_lowest_kcal_mol": 17.41, "charge": 3, "elements": ["Ti", "C", "C", "O", "N", "C", "C", "C", "C", "C", "C", "N", "H", "H", "H", "H", "H", "H", "H", "H", "H", "H", "F", "C", "F", "F", "S", "O", "O", "N", "S", "O", "O", "C", "F", "F", "F", "C", "Ge", "C", "C", "C", "Se", "C", "H", "H", "H", "H", "H", "H", "H", "H", "H", "H", "H", "H", "H", "H", "C", "O", "C", "C", "C", "C", "C", "C", "N", "C", "C", "C", "C", "C", "C", "C", "O", "H", "H", "H", "H", "H", "H", "H", "H", "H", "H", "H", "H", "H"], "xyz": [[1.413, 0.539, 1.445], [0.983, 1.806, 5.535], [1.038, 0.693, 4.550], [1.197, 0.941, 3.316], [0.939, -0.561, 4.943], [1.136, -1.688, 4.034], [0.006, -1.883, 3.048], [-0.827, -2.984, 3.175], [-1.829, -3.205, 2.239], [-1.979, -2.298, 1.206], [-1.117, -1.220, 1.145], [-0.136, -1.005, 2.031], [1.979, 1.934, 5.967], [0.288, 1.590, 6.345], [0.704, 2.730, 5.034], [0.802, -0.749, 5.928], [1.230, -2.579, 4.653], [2.094, -1.552, 3.519], [-0.682, -3.672, 3.994], [-2.476, -4.068, 2.323], [-2.752, -2.411, 0.459], [-1.194, -0.493, 0.344], [6.880, -0.686, 1.198], [5.765, -0.884, 1.855], [5.865, -0.477, 3.103], [5.408, -2.157, 1.814], [4.399, 0.063, 1.009], [4.199, -0.441, -0.302], [3.212, -0.184, 1.931], [4.847, 1.552, 1.154], [3.789, 2.686, 0.972], [4.093, 3.719, 0.070], [2.448, 2.031, 0.722], [3.605, 3.431, 2.678], [3.670, 2.460, 3.585], [2.419, 4.020, 2.763], [4.558, 4.293, 2.882], [-3.817, 0.846, -0.454], [-3.787, 1.433, 1.419], [-5.219, 2.719, 1.700], [-3.924, -0.024, 2.726], [-2.149, 2.487, 1.928], [-0.343, 2.465, 1.190], [-0.639, 2.667, -0.723], [-4.731, 0.269, -0.603], [-2.980, 0.223, -0.775], [-3.879, 1.710, -1.114], [-6.184, 2.235, 1.556], [-5.150, 3.551, 1.002], [-5.192, 3.113, 2.715], [-4.459, -0.879, 2.319], [-4.490, 0.339, 3.583], [-2.952, -0.362, 3.086], [-1.989, 2.335, 2.999], [-2.399, 3.547, 1.822], [-1.574, 2.182, -0.994], [0.201, 2.206, -1.238], [-0.673, 3.729, -0.952], [0.005, 1.520, -7.644], [0.102, 0.925, -6.339], [-0.760, -0.050, -6.000], [-1.783, -0.548, -6.801], [-2.602, -1.548, -6.310], [-2.435, -2.061, -5.024], [-1.422, -1.584, -4.218], [-0.580, -0.591, -4.708], [0.456, 0.025, -3.973], [1.070, -0.252, -2.868], [1.080, -1.502, -2.135], [1.128, -2.728, -2.812], [1.388, -3.900, -2.127], [1.624, -3.864, -0.757], [1.595, -2.664, -0.064], [1.316, -1.491, -0.748], [1.294, -0.297, -0.103], [-0.967, 1.996, -7.772], [0.172, 0.764, -8.411], [0.793, 2.265, -7.680], [-1.936, -0.165, -7.798], [-3.389, -1.936, -6.941], [-3.092, -2.836, -4.661], [-1.299, -1.975, -3.218], [0.744, 0.884, -4.452], [1.737, 0.529, -2.513], [1.006, -2.750, -3.886], [1.438, -4.836, -2.663], [1.853, -4.778, -0.227], [1.820, -2.637, 0.994]], "mulliken_charge": [0.5879, -1.5576, 0.4425, 0.0657, -0.0469, -1.3002, 0.6640, -1.0024, -0.8325, -1.1812, -0.3375, 1.3482, 0.3572, 0.5533, 0.3025, 0.3125, 0.7871, -0.2691, 0.5731, 0.5399, 0.6295, 0.2257, -0.1506, 0.5955, -0.1682, -0.1680, 0.9917, -0.6179, -0.3820, -0.5028, 1.0575, -0.5521, -0.8303, 0.6465, -0.2144, -0.2095, -0.1731, -1.0467, 0.8421, -1.2811, -1.0413, -1.3754, 0.3148, -0.4859, 0.4170, 0.1114, 0.4007, 0.3971, 0.3877, 0.4085, 0.3571, 0.4916, 0.1121, 0.5017, 0.6290, 0.0220, -0.0148, 0.5191, -0.9124, -0.4810, 0.9586, -0.4614, -0.7786, -1.0648, -0.0215, -0.1609, 0.2847, -0.9796, -0.1265, -0.0403, -1.1662, -0.8808, -0.3578, 0.4934, 1.3914, 0.4004, 0.3875, 0.2631, 0.4882, 0.4275, 0.4452, 0.5762, 0.3816, 0.9305, 0.6912, 0.4961, 0.5471, 0.4181]}

***

{"formula": "C20H44BaF8NO19S5", "method": "ωB97M-V/def2-TZVPD", "max_force_ev_per_a": 2.1, "de_lowest_kcal_mol": 0.00, "charge": 1, "elements": ["Ba", "N", "O", "O", "O", "O", "S", "O", "O", "C", "C", "C", "H", "H", "H", "H", "H", "H", "H", "H", "O", "S", "O", "O", "C", "C", "C", "H", "H", "H", "H", "H", "H", "H", "H", "O", "S", "O", "O", "C", "C", "C", "H", "H", "H", "H", "H", "H", "H", "H", "O", "S", "O", "O", "C", "C", "C", "H", "H", "H", "H", "H", "H", "H", "H", "O", "S", "O", "O", "C", "C", "C", "H", "H", "H", "H", "H", "H", "H", "H", "C", "C", "C", "F", "F", "F", "F", "O", "C", "C", "F", "F", "F", "F", "H", "H", "H", "H"], "xyz": [[-20.683, -11.193, -20.648], [-19.100, -8.268, -21.606], [-18.789, -8.556, -20.427], [-18.428, -7.537, -22.282], [-20.161, -8.813, -22.087], [-14.408, -5.607, -18.068], [-15.606, -5.986, -18.730], [-16.476, -6.970, -18.182], [-16.515, -4.695, -18.907], [-15.840, -3.448, -19.164], [-16.807, -2.522, -19.881], [-15.240, -6.396, -20.408], [-14.918, -3.561, -19.731], [-15.596, -2.997, -18.201], [-17.114, -2.939, -20.844], [-16.327, -1.566, -20.093], [-17.704, -2.332, -19.295], [-14.593, -7.272, -20.346], [-14.716, -5.565, -20.871], [-16.170, -6.608, -20.932], [-21.725, -7.151, -26.001], [-20.458, -7.456, -26.589], [-20.252, -8.726, -27.201], [-20.121, -6.383, -27.679], [-20.625, -5.044, -27.490], [-21.980, -4.846, -28.131], [-19.154, -7.192, -25.438], [-19.917, -4.341, -27.926], [-20.658, -4.783, -26.428], [-22.236, -3.784, -28.144], [-22.784, -5.360, -27.608], [-21.948, -5.171, -29.171], [-18.226, -7.256, -26.000], [-19.196, -7.976, -24.688], [-19.267, -6.213, -24.981], [-14.305, -11.567, -19.354], [-14.178, -10.533, -20.314], [-13.367, -9.409, -20.055], [-13.671, -11.152, -21.673], [-14.295, -12.367, -22.149], [-13.280, -13.145, -22.930], [-15.770, -9.953, -20.749], [-15.148, -12.116, -22.786], [-14.641, -12.945, -21.290], [-13.023, -12.630, -23.858], [-13.627, -14.150, -23.171], [-12.340, -13.289, -22.397], [-15.613, -9.323, -21.628], [-16.197, -9.311, -19.981], [-16.433, -10.761, -21.049], [-22.213, -2.950, -22.684], [-22.795, -4.239, -22.780], [-23.605, -4.769, -21.736], [-23.640, -4.177, -24.125], [-24.399, -5.332, -24.530], [-25.251, -4.914, -25.708], [-21.552, -5.421, -23.229], [-24.986, -5.700, -23.688], [-23.726, -6.134, -24.851], [-25.815, -4.016, -25.457], [-25.933, -5.723, -25.971], [-24.634, -4.691, -26.577], [-20.946, -4.993, -24.019], [-22.116, -6.271, -23.606], [-21.003, -5.709, -22.344], [-23.114, -8.619, -23.360], [-22.924, -9.998, -23.545], [-22.740, -10.898, -22.392], [-24.171, -10.512, -24.327], [-24.401, -11.943, -24.499], [-25.816, -12.136, -24.977], [-21.619, -10.310, -24.703], [-24.239, -12.454, -23.553], [-23.708, -12.315, -25.258], [-26.526, -11.762, -24.245], [-25.937, -13.198, -25.191], [-25.983, -11.622, -25.923], [-21.882, -9.757, -25.598], [-21.584, -11.391, -24.824], [-20.721, -9.949, -24.199], [-22.270, -5.496, -17.480], [-23.009, -5.341, -16.177], [-23.130, -3.883, -15.725], [-23.445, -3.094, -16.774], [-24.042, -3.766, -14.750], [-24.228, -5.909, -16.327], [-22.340, -6.000, -15.198], [-20.954, -4.974, -17.284], [-20.357, -4.394, -18.365], [-20.150, -5.390, -19.508], [-21.312, -5.723, -20.127], [-19.362, -4.824, -20.442], [-21.089, -3.342, -18.789], [-19.181, -3.959, -17.955], [-22.805, -4.978, -18.274], [-22.200, -6.565, -17.701], [-22.157, -3.568, -15.341], [-19.713, -6.288, -19.064]], "mulliken_charge": [1.8258, 1.1829, -0.7706, -0.4616, -0.8067, -0.6376, 1.2109, -0.6324, -0.2040, -0.2806, -1.0537, -0.4797, 0.4266, 0.2399, 0.2473, 0.4236, 0.1831, 0.1567, 0.4208, 0.0310, -0.4136, 1.1046, -0.6694, -0.4159, 0.1391, -0.9089, -0.6974, 0.4169, -0.1515, 0.4166, 0.0314, 0.3488, 0.4968, 0.0786, 0.2300, -0.6576, 1.3088, -0.6246, -0.2862, -0.1189, -1.3559, -1.0620, 0.2307, 0.3942, 0.3252, 0.3777, 0.3387, 0.4243, 0.4137, 0.2843, -0.6994, 1.3818, -0.6377, -0.3146, 0.3897, -1.2996, 0.7936, 0.3670, -0.1094, 0.3985, 0.3808, 0.1728, -0.0150, -0.4625, -0.3672, -0.4378, 1.0560, -0.7446, -0.1525, -0.1220, -1.3369, -0.8050, 0.2623, 0.2848, 0.3442, 0.3996, 0.3359, 0.2738, 0.4743, 0.2018, -0.8059, 0.8561, 0.1641, -0.2462, -0.2729, -0.3276, -0.3000, -0.4598, 0.4340, 0.4922, -0.2021, -0.1966, -0.2867, -0.1769, 0.4375, 0.3324, 0.2841, 0.2412]}

***

Q: charge of number 2 (C29H37F6GeN4O7S2SeTi)?
A: +3

***

Q: The lowest charge belongs to which entry?
A: C6H10O

***

Q: Among the records above, which one has the highest charge?
A: C29H37F6GeN4O7S2SeTi

***

Q: What is the charge in the third record?
A: +1